6 unconnected molecules or ions with the total composition C31H68BN3O30P6S2, computed with the ωB97M-V functional and the def2-TZVPD basis.

CARTESIAN COORDINATES (ANGSTROEM)
C 3.54344 -1.02065 2.31067
C 3.18908 0.25912 1.44324
O 2.37158 -0.05204 0.27910
B 1.67268 1.08820 -0.12516
O 2.42035 2.29817 -0.04981
C 0.14522 1.07908 -0.73420
C -0.42236 2.54487 -0.65748
C -0.59325 3.17290 0.77466
O 0.46021 4.13537 1.09088
C 0.56173 4.12023 2.47877
O 0.52053 5.12399 3.11342
C -0.80649 -0.13589 -0.31957
C -2.28551 0.49746 -0.25365
C -3.01098 0.68532 -1.51067
C -4.30361 1.29048 -1.35055
C -4.75609 1.62477 -0.03767
N -4.16928 1.51799 1.18299
C -2.93290 0.95477 0.95915
S -0.51585 -0.98908 1.29028
C 0.03837 -0.01037 2.72049
O -1.71513 -1.69115 1.77677
O 0.47629 -2.08319 1.21841
C -0.74591 -1.32145 -1.40031
O -1.40099 -2.53087 -0.89438
C -2.21742 -3.01862 -1.84262
N -2.89234 -3.27686 -2.72240
C 0.59479 -1.63149 -2.14063
P 1.74258 -2.99214 -1.50149
N 1.11816 -4.44515 -1.44486
O 1.45417 -0.50178 -2.49322
S 0.62292 0.90239 -2.53380
O 1.60681 1.91303 -2.90190
O -0.48888 0.98398 -3.45892
H 3.43955 -1.98049 1.76002
H 2.86145 -0.99839 3.20290
H 4.56889 -0.83701 2.72141
H 4.15831 0.66334 1.04951
H 2.70171 0.97683 2.15604
H 3.04294 2.20376 -0.80206
H -1.31347 2.73881 -1.31114
H 0.36048 3.20283 -1.13864
H -1.52822 3.80141 0.71792
H -0.77850 2.44243 1.59606
H 0.64809 3.16305 3.06725
H -2.67811 0.40176 -2.52483
H -4.93121 1.49036 -2.24289
H -5.78772 2.06470 0.00796
H -2.36125 0.86973 1.91867
H 0.75448 -0.60698 3.34752
H 0.51655 0.97433 2.52459
H -0.84266 0.18282 3.39348
H -1.43701 -1.07676 -2.25519
H 0.31920 -2.05982 -3.15377
H 2.37320 -2.54525 -0.31445
H 2.79055 -3.04525 -2.49001
H 0.13455 -4.38605 -1.71231
C 4.72560 0.69902 -7.25151
O 3.53842 1.27844 -7.79327
P 2.13298 0.34058 -7.69274
O 2.70175 -0.86999 -8.39549
O 1.38841 1.34390 -8.73453
C 1.92871 1.49517 -10.04223
O 0.64895 -0.41039 -7.35234
C -0.16140 0.25354 -6.36873
H 5.42339 1.50267 -7.01544
H 4.51007 0.13934 -6.34175
H 5.18477 0.04247 -7.99093
H 2.53313 0.63824 -10.34173
H 2.53658 2.39998 -10.07979
H 1.10102 1.60039 -10.74372
H -0.40754 1.26623 -6.69695
H 0.36594 0.29335 -5.41906
H -1.08336 -0.31218 -6.23843
C -0.24462 11.14776 5.64746
O 0.24801 9.84854 5.97304
P 1.93226 9.66072 5.95949
O 2.13332 10.15038 4.54754
O 1.76651 8.04436 6.01734
C 1.07944 7.38765 4.95402
O 3.59721 9.51983 6.27241
C 3.94959 9.38491 7.65608
H -1.24727 11.24956 6.06385
H 0.39272 11.92628 6.06580
H -0.30235 11.25832 4.56439
H 1.08824 7.96848 4.03147
H 0.04818 7.19976 5.25514
H 1.56663 6.43382 4.76779
H 3.49048 8.48993 8.08353
H 3.62738 10.26707 8.21418
H 5.03272 9.29787 7.72965
C -5.06047 -2.83452 3.22596
O -6.39961 -2.85271 3.70791
P -7.30369 -1.47296 3.32890
O -6.29110 -0.53511 3.94755
O -8.43716 -1.91230 4.41361
C -8.04961 -2.09289 5.76938
O -8.27277 -0.16753 2.81944
C -9.27387 -0.49295 1.84460
H -4.69560 -3.85950 3.15478
H -5.01089 -2.37256 2.24053
H -4.42774 -2.28664 3.92389
H -7.14377 -1.53844 6.01755
H -7.89047 -3.15470 5.96174
H -8.86074 -1.73960 6.40660
H -9.96674 -1.23980 2.24021
H -8.80336 -0.87220 0.93429
H -9.82851 0.41294 1.60346
C 1.35123 -3.24882 -9.03955
O 0.96478 -4.52478 -8.50865
P 1.61892 -5.88326 -9.27137
O 1.13964 -5.53763 -10.65894
O 0.55905 -6.84755 -8.49471
C -0.83015 -6.64930 -8.71720
O 2.50080 -7.24193 -9.78737
C 3.44117 -7.75632 -8.83490
H 1.21001 -2.49903 -8.27068
H 2.39626 -3.25184 -9.34126
H 0.71796 -2.99945 -9.89250
H -1.03006 -6.15665 -9.66953
H -1.24493 -6.05148 -7.90424
H -1.31893 -7.62411 -8.71921
H 2.93050 -8.06384 -7.91877
H 4.19282 -6.99856 -8.60138
H 3.93745 -8.62173 -9.27215
C 2.80489 -6.01115 6.85778
O 3.00326 -4.77049 7.53673
P 2.13137 -3.44247 6.94395
O 2.66839 -3.56601 5.53465
O 3.06078 -2.44110 7.83073
C 4.46509 -2.43524 7.60545
O 1.11685 -2.13898 6.52623
C 0.10235 -1.82087 7.49105
H 3.07644 -6.82087 7.53541
H 1.76439 -6.13388 6.55911
H 3.45017 -6.05718 5.98047
H 4.72525 -2.79310 6.60850
H 4.95419 -3.05870 8.35473
H 4.82425 -1.41148 7.71379
H 0.55462 -1.55040 8.44835
H -0.56735 -2.67277 7.62707
H -0.47502 -0.97509 7.11994

Forces on atoms 1 to 2 (eV/Å):
C -0.6 1.2 0.3
C 1.9 -1.1 0.6

Calculated values
DFT total energy: -177210.1604 eV



5 unconnected molecules or ions with the total composition C31H68F4NO12, computed with the ωB97M-V functional and the def2-TZVPD basis.

CARTESIAN COORDINATES (ANGSTROEM)
F -3.68890 -7.28765 2.58156
C -2.93624 -7.10528 1.46148
F -2.97451 -8.24984 0.74007
C -3.53689 -5.97436 0.62022
F -2.64352 -5.73474 -0.37254
F -3.53662 -4.86391 1.42199
C -4.91772 -6.17556 -0.01602
C -5.62349 -4.82211 -0.23000
C -6.35084 -4.28913 0.99190
N -7.29433 -5.35224 1.48807
C -6.50688 -6.55985 1.92927
C -5.86085 -7.15749 0.69334
H -1.91154 -6.87447 1.74822
H -4.70822 -6.56813 -1.00957
H -4.91496 -4.06783 -0.56498
H -6.34603 -4.94727 -1.04065
H -5.67711 -4.07045 1.81518
H -6.92715 -3.39618 0.76246
H -7.88873 -4.99712 2.23669
H -7.90067 -5.63275 0.71382
H -5.77077 -6.18929 2.63835
H -7.18224 -7.25506 2.41889
H -6.65449 -7.40806 -0.01894
H -5.38236 -8.09920 0.94454
C 4.62117 -1.13237 -1.54654
O 3.87163 -2.09976 -0.84209
C 4.69787 -3.07298 -0.23520
C 3.85810 -3.99701 0.61852
O 3.56786 -3.47631 1.90898
C 2.58002 -2.46552 1.95146
C 1.15438 -2.96288 1.87327
O 0.75927 -3.18179 0.53131
C -0.55767 -3.65545 0.45399
H 5.23834 -1.59775 -2.32332
H 3.91790 -0.44649 -2.01424
H 5.26879 -0.56465 -0.86976
H 5.46114 -2.59320 0.39171
H 5.21167 -3.65962 -1.00999
H 4.42161 -4.91304 0.80028
H 2.94052 -4.25024 0.08004
H 2.75088 -1.71109 1.17864
H 2.70167 -1.98998 2.92740
H 0.49530 -2.20555 2.32356
H 1.05675 -3.89250 2.45168
H -0.66238 -4.61958 0.97152
H -0.80496 -3.78500 -0.59784
H -1.25849 -2.94023 0.90708
C 5.45822 3.93293 -5.01888
O 6.53523 3.70215 -4.14364
C 6.12247 3.04974 -2.95877
C 7.31912 2.69953 -2.10190
O 7.96375 1.49392 -2.48518
C 8.80905 1.58486 -3.62313
C 10.16276 2.19278 -3.32941
O 10.08073 3.60362 -3.31620
C 11.30152 4.19767 -2.94224
H 4.68435 4.55015 -4.54519
H 5.84741 4.45984 -5.88736
H 4.99893 2.99201 -5.34573
H 5.56832 2.13349 -3.20528
H 5.45514 3.71638 -2.39193
H 6.96428 2.52558 -1.08429
H 8.01974 3.53781 -2.08906
H 8.32296 2.13393 -4.43283
H 8.96761 0.55463 -3.94676
H 10.87744 1.86991 -4.10012
H 10.51910 1.82528 -2.35736
H 11.59129 3.90985 -1.92467
H 11.16723 5.27638 -2.98305
H 12.10954 3.91292 -3.62680
C 2.94567 5.95365 2.68962
O 2.40603 4.93199 1.88285
C 3.15183 4.74932 0.69588
C 2.61948 3.57007 -0.08609
O 3.09851 2.31247 0.36976
C 2.46754 1.79391 1.52850
C 1.11928 1.15980 1.26378
O 0.09756 2.13896 1.22247
C -1.12582 1.56544 0.83426
H 2.97186 6.91078 2.15543
H 2.30588 6.05349 3.56367
H 3.96351 5.70980 3.01542
H 4.20916 4.57336 0.93649
H 3.08695 5.65378 0.07415
H 2.98027 3.65554 -1.11300
H 1.52692 3.58816 -0.09938
H 2.36331 2.56235 2.29878
H 3.13915 1.01705 1.89905
H 0.89406 0.44659 2.07200
H 1.15052 0.60355 0.31686
H -1.06711 1.16397 -0.18528
H -1.88661 2.34244 0.86568
H -1.41819 0.75377 1.51416
C -10.01684 3.18502 -0.94279
O -8.91232 3.15399 -0.06901
C -9.23114 2.54904 1.16676
C -7.99805 2.44425 2.03579
O -7.16595 1.33577 1.71636
C -6.29897 1.52274 0.60872
C -5.04653 2.30820 0.93431
O -5.31601 3.69204 0.90151
C -4.20376 4.46299 1.29617
H -10.85653 3.73656 -0.50422
H -9.70032 3.68858 -1.85334
H -10.35829 2.17281 -1.19142
H -9.64421 1.54417 0.99974
H -9.98988 3.14706 1.69117
H -8.32150 2.27843 3.06458
H -7.43510 3.37919 1.99306
H -6.82026 1.99415 -0.22782
H -5.99499 0.51700 0.30843
H -4.27167 2.06120 0.19271
H -4.67894 2.01522 1.92792
H -3.90442 4.23694 2.32619
H -4.49182 5.50937 1.22940
H -3.34469 4.29061 0.63678

Forces on atoms 1 to 2 (eV/Å):
F 0.1 0.0 0.0
C -0.1 -0.1 -0.1

Calculated values
Total charge: +1
DFT total energy: -70167.6031 eV



9 unconnected molecules or ions with the total composition C31H70F3N10O9S, computed with the ωB97M-V functional and the def2-TZVPD basis.

CARTESIAN COORDINATES (ANGSTROEM)
C -24.70330 -4.25894 -1.99065
C -23.51228 -4.46102 -2.87435
O -22.41888 -4.96645 -2.46559
N -23.61750 -3.72847 -4.21762
H -24.52260 -3.28077 -4.23917
H -22.84714 -3.07666 -4.25983
C -23.70134 -4.84673 -5.32812
H -24.81159 -5.17278 -1.40646
H -25.71515 -4.17091 -2.38624
H -24.70054 -3.47623 -1.23206
H -23.80216 -4.23943 -6.22763
H -24.60509 -5.40845 -5.09189
H -22.84814 -5.52285 -5.38294
C -21.46615 -7.97263 13.83546
C -21.97529 -8.76120 14.93887
O -21.69005 -8.44946 16.12378
N -22.88646 -10.03098 14.75655
H -23.53702 -9.95993 15.52585
H -23.49426 -9.96841 13.95234
C -22.05553 -11.34442 14.98775
H -22.29955 -7.80809 13.15247
H -20.52760 -8.37999 13.45957
H -21.35869 -6.92704 14.12406
H -21.56151 -11.64523 14.06386
H -22.89972 -12.03395 14.98409
H -21.53849 -11.39518 15.94597
C -10.64626 -7.48353 7.60742
C -12.16312 -7.76027 7.68090
O -12.64517 -8.54813 8.44588
N -12.99240 -6.79980 6.79032
H -12.90944 -5.87314 7.18341
H -12.72163 -6.84156 5.81819
C -14.50097 -7.16519 6.78119
H -10.37155 -6.88536 6.73861
H -9.97379 -8.33914 7.54556
H -10.51396 -6.76320 8.41471
H -15.05759 -6.78703 7.63867
H -14.57903 -8.24614 6.66473
H -14.85933 -6.58524 5.93070
C -29.76901 -7.95138 7.41861
C -29.02812 -8.91982 6.43706
O -28.51464 -8.59200 5.40613
N -28.78642 -10.30640 7.09043
H -28.06346 -10.81195 6.59867
H -28.52940 -10.31841 8.06710
C -30.05189 -11.10054 6.93608
H -30.43628 -8.58592 8.00188
H -30.26783 -7.17603 6.83714
H -28.97232 -7.48939 8.00166
H -30.36011 -11.03305 5.89274
H -30.86123 -10.90440 7.63937
H -29.76237 -12.15038 6.89023
C -24.76826 -0.51611 11.79487
C -23.49058 -0.17561 12.56330
O -22.92822 -1.01534 13.22048
N -22.93604 1.19899 12.26059
H -21.92733 1.15316 12.23841
H -23.16946 1.41237 11.30138
C -23.52702 2.22639 13.34398
H -24.38054 -0.75416 10.80437
H -25.57106 0.22047 11.76233
H -25.13382 -1.48265 12.14168
H -23.42908 1.85933 14.36563
H -24.56153 2.41216 13.05520
H -22.89876 3.11638 13.30800
C -27.15084 -1.25193 5.24880
C -28.57230 -1.17946 4.71898
O -28.99051 -1.99091 3.90743
N -29.48297 0.01450 5.03579
H -30.39418 0.04153 4.60097
H -29.73731 -0.11661 6.00441
C -28.88680 1.36790 4.65073
H -26.50847 -0.58076 4.67873
H -26.86660 -2.30023 5.15724
H -27.27327 -1.02156 6.30712
H -28.74392 1.39317 3.57043
H -28.07198 1.55276 5.35072
H -29.65864 2.12999 4.75836
C -20.27344 -12.47848 7.20586
C -20.23654 -12.48059 8.72139
N -20.93152 -13.64644 9.28890
C -20.41404 -14.74226 9.91930
C -21.53486 -15.56738 10.15390
N -22.62735 -14.94305 9.61899
C -22.24930 -13.78222 9.01228
C -24.01358 -15.37056 9.74164
H -19.28370 -12.10743 6.93972
H -20.99556 -11.70820 6.93508
H -20.64166 -13.42507 6.81030
H -20.57503 -11.53249 9.13926
H -19.19164 -12.59082 9.01146
H -19.38058 -14.75776 10.23255
H -21.69493 -16.41625 10.80211
H -22.80124 -12.96661 8.56897
H -24.29725 -15.96811 10.60799
H -24.06457 -16.04474 8.88667
H -24.72409 -14.55701 9.59527
C -17.59883 -0.14517 7.25313
C -16.84806 0.57515 6.22342
N -17.30571 0.04277 4.93630
C -18.51816 0.47489 4.34257
C -18.69157 -0.03413 3.09939
N -17.64868 -0.97267 2.94578
C -16.67965 -0.80404 3.96513
C -17.48789 -1.79804 1.80710
H -17.12284 0.09338 8.20425
H -17.55103 -1.21708 7.06128
H -18.67235 0.04265 7.27262
H -15.76273 0.53051 6.31364
H -17.13842 1.62576 6.22055
H -19.10182 1.17799 4.91822
H -19.29978 0.12074 2.22047
H -15.68709 -1.22946 3.95013
H -16.50884 -1.62090 1.36192
H -18.40146 -1.66297 1.22810
H -17.51673 -2.80093 2.23311
C -21.76232 -4.95819 5.55294
F -20.56203 -5.26119 5.17360
F -21.82932 -3.71845 5.88251
F -22.59412 -5.28888 4.62276
S -22.32786 -5.83713 7.16286
O -23.47892 -5.10693 7.65854
O -22.59140 -7.27095 6.94255
O -21.13908 -5.56808 7.94085

Forces on atoms 1 to 2 (eV/Å):
C -1.3 -1.5 0.7
C 4.6 -0.4 3.2

Calculated values
Total charge: +7
DFT total energy: -85520.1315 eV
Energy above the lowest of the compared OMol25 structures with the same formula, charge and spin: 0.000 eV